Molecular formula: C39H66BN6S3SbV
Method: DFT, the ωB97M-V functional and the def2-TZVPD basis

The geometry in XYZ format:
```
117
Properties=species:S:1:pos:R:3
V 1.077 -1.448 0.113
C 0.781 1.263 4.506
C 0.164 1.609 3.190
C -0.337 2.845 2.893
C -0.890 3.123 1.620
N -0.968 2.187 0.705
N -0.502 0.976 1.005
B -0.709 -0.141 -0.042
N -0.995 0.447 -1.431
N -2.249 0.706 -1.774
C -2.461 1.273 -2.941
C -1.377 1.637 -3.770
C -0.083 1.365 -3.407
C 1.103 1.698 -4.252
C 0.072 0.698 -2.176
S 1.587 0.102 -1.538
C -3.920 1.511 -3.305
C -4.709 0.217 -3.064
C -4.461 2.622 -2.394
C -4.073 1.931 -4.767
N -1.901 -1.032 0.398
N -2.892 -0.394 1.008
C -3.982 -1.063 1.304
C -4.097 -2.427 0.960
C -3.064 -3.090 0.349
C -3.121 -4.538 -0.011
C -1.906 -2.326 0.083
S -0.465 -3.014 -0.619
C -5.058 -0.264 2.025
C -5.410 0.960 1.168
C -4.482 0.199 3.371
C -6.315 -1.098 2.266
C 0.078 0.649 2.155
S 0.688 -0.979 2.334
C -1.432 4.498 1.283
C -1.908 4.557 -0.166
C -0.327 5.541 1.502
C -2.616 4.783 2.220
H 0.768 2.120 5.175
H 1.813 0.936 4.371
H 0.243 0.440 4.979
H -0.300 3.630 3.637
H -1.570 2.121 -4.717
H 0.800 2.221 -5.156
H 1.637 0.789 -4.533
H 1.804 2.326 -3.699
H -4.644 -0.092 -2.020
H -4.336 -0.595 -3.690
H -5.758 0.381 -3.312
H -4.378 2.334 -1.345
H -5.512 2.802 -2.622
H -3.918 3.557 -2.545
H -3.657 1.189 -5.451
H -3.608 2.898 -4.970
H -5.133 2.032 -4.999
H -5.006 -2.963 1.193
H -4.091 -4.961 0.239
H -2.346 -5.093 0.521
H -2.940 -4.676 -1.078
H -4.528 1.577 0.994
H -6.162 1.561 1.681
H -5.819 0.661 0.201
H -3.598 0.821 3.220
H -4.207 -0.651 3.999
H -5.229 0.785 3.907
H -6.759 -1.446 1.331
H -7.059 -0.483 2.770
H -6.119 -1.960 2.906
H -1.090 4.363 -0.863
H -2.302 5.553 -0.371
H -2.695 3.827 -0.355
H 0.535 5.342 0.864
H 0.012 5.576 2.538
H -0.710 6.530 1.253
H -3.417 4.056 2.071
H -3.015 5.776 2.010
H -2.324 4.763 3.271
C 4.161 -2.428 2.895
C 4.276 -3.198 1.580
C 3.170 -4.253 1.509
C 5.645 -3.870 1.515
Sb 3.867 -1.818 -0.080
C 5.129 -0.049 0.196
C 5.246 0.760 -1.092
C 6.522 -0.451 0.673
C 4.414 0.796 1.253
C 4.195 -2.883 -1.975
C 5.274 -3.956 -1.874
C 2.850 -3.532 -2.310
C 4.563 -1.887 -3.071
H 4.209 -3.146 3.720
H 3.221 -1.883 2.989
H 4.983 -1.726 3.034
H 3.287 -4.958 2.337
H 3.204 -4.830 0.583
H 2.169 -3.815 1.604
H 5.771 -4.476 2.418
H 6.463 -3.151 1.494
H 5.750 -4.536 0.664
H 5.855 0.259 -1.840
H 5.741 1.706 -0.852
H 4.276 0.999 -1.531
H 7.028 -1.103 -0.041
H 6.506 -0.946 1.644
H 7.130 0.452 0.779
H 3.444 1.146 0.890
H 5.025 1.677 1.471
H 4.260 0.260 2.191
H 4.975 -4.777 -1.223
H 6.230 -3.561 -1.527
H 5.435 -4.378 -2.870
H 2.504 -4.213 -1.527
H 2.957 -4.123 -3.225
H 2.075 -2.784 -2.497
H 5.578 -1.511 -2.953
H 3.877 -1.040 -3.122
H 4.520 -2.406 -4.034
```

Results
**Max |F|**: 0.12 eV/Å
**Multiplicity**: 2
**Lowest unoccupied orbital energy (alpha / beta)**: -0.24330 / -0.21108 hartree
**Energy above the lowest of the compared OMol25 structures with the same formula, charge and spin**: 0.00 kcal/mol
**Total charge**: +2
**Kohn-Sham gap (alpha / beta)**: 6.8 / 7.2 eV

These are the Löwdin partial charges, in e, on atoms 1 to 99: V 0.0351; C -0.0315; C -0.2165; C 0.0939; C -0.1734; N 0.2161; N 0.0071; B -0.7033; N 0.0063; N 0.2160; C -0.1653; C 0.1049; C -0.2100; C -0.0268; C -0.4992; S 0.7448; C -0.5393; C -0.0357; C -0.0307; C -0.0490; N -0.0073; N 0.2055; C -0.1706; C 0.1047; C -0.2157; C -0.0368; C -0.5338; S 0.7708; C -0.5409; C -0.0367; C -0.0304; C -0.0488; C -0.5091; S 0.7975; C -0.5463; C -0.0498; C -0.0281; C -0.0222; H 0.0952; H 0.0889; H 0.0955; H 0.1353; H 0.1275; H 0.0939; H 0.0927; H 0.0951; H 0.0613; H 0.0940; H 0.0960; H 0.0591; H 0.0993; H 0.0889; H 0.0971; H 0.0899; H 0.0977; H 0.1277; H 0.0940; H 0.0946; H 0.0942; H 0.0626; H 0.0977; H 0.0847; H 0.0708; H 0.0939; H 0.0960; H 0.0948; H 0.0977; H 0.0934; H 0.0871; H 0.0988; H 0.0600; H 0.0954; H 0.0833; H 0.0981; H 0.0861; H 0.0992; H 0.0864; C -0.1203; C -0.6835; C -0.1152; C -0.0904; Sb 1.6074; C -0.6881; C -0.1150; C -0.1000; C -0.1239; C -0.6855; C -0.1031; C -0.1398; C -0.1133; H 0.1010; H 0.0217; H 0.0709; H 0.1019; H 0.0722; H 0.0541; H 0.1006; H 0.0709; H 0.0601